(1)
Computed, not measured: C23H19Cl3GeN6NaSSe2 as an isolated structure, with wB97M-V/def2-TZVPD.

Values from the calculation:
* 2S+1: 2
* energy relative to the best compared isomer or geometry (same formula, charge and spin): 19.6 kcal/mol
* frontier orbital gap (alpha / beta): 6.92 / 5.86 eV

Element x y z (Å)
Na  -0.3146  0.1452  -0.1365
S  0.0261  -0.2319  3.0905
C  1.5695  -0.3168  2.5008
N  2.6188  -0.4548  3.3270
N  3.8795  -0.3164  2.9686
C  4.5379  0.9253  2.8348
C  5.9048  0.9742  3.0794
C  6.5852  2.1710  2.9219
C  5.9007  3.3119  2.5253
C  4.5317  3.2513  2.2864
C  3.8425  2.0607  2.4366
N  1.7396  -0.4332  1.0769
N  2.8357  -0.1350  0.6027
C  3.2123  -0.5711  -0.6801
C  4.3525  0.0390  -1.1998
C  4.8216  -0.3284  -2.4478
C  4.1647  -1.3175  -3.1682
C  3.0331  -1.9309  -2.6434
C  2.5422  -1.5577  -1.4051
H  4.4745  -1.0641  3.3055
H  6.4322  0.0784  3.3914
H  7.6499  2.2106  3.1114
H  6.4312  4.2474  2.4009
H  3.9957  4.1373  1.9707
H  2.7785  2.0082  2.2332
H  4.8500  0.8012  -0.6110
H  5.6987  0.1531  -2.8605
H  4.5358  -1.6091  -4.1428
H  2.5306  -2.7080  -3.2036
H  1.6632  -2.0331  -0.9831
Se  -2.5299  -1.7672  -2.3204
Se  -0.5516  -2.0959  -3.4186
C  0.0457  -0.2652  -3.6279
C  0.1317  0.2344  -4.9183
C  0.5566  1.5433  -5.0904
C  0.8722  2.2943  -3.9742
C  0.7564  1.7076  -2.7235
N  0.3535  0.4439  -2.5412
C  -2.0847  -2.4369  -0.5654
C  -3.1172  -2.9637  0.1987
C  -2.8104  -3.4621  1.4523
C  -1.4934  -3.4434  1.8827
C  -0.5383  -2.9021  1.0429
N  -0.8214  -2.3907  -0.1599
H  -0.1498  -0.3871  -5.7561
H  0.6222  1.9713  -6.0827
H  1.1905  3.3241  -4.0615
H  0.9951  2.2665  -1.8265
H  -4.1264  -2.9792  -0.1904
H  -3.5905  -3.8688  2.0828
H  -1.2106  -3.8281  2.8527
H  0.5055  -2.8820  1.3339
Cl  -2.6072  4.1655  0.1197
Ge  -1.8378  2.7002  1.6250
Cl  -2.6245  0.7859  0.5210
Cl  0.3345  2.4983  0.6497

Here are the Löwdin charges for atoms 1 to 6, given in e: -0.21 0.69 -0.87 0.05 0.03 -0.24

***

(2)
Computed, not measured: C23H19F5I2N4O in the gas phase, with wB97M-V/def2-TZVPD.

Values from the calculation:
* energy relative to the best compared isomer or geometry (same formula, charge and spin): 0.0 kcal/mol
* frontier orbital gap: 8.00 eV

Element x y z (Å)
C  4.2378  -4.3466  -0.2970
C  3.5463  -3.0270  -0.3975
I  4.2831  -1.7519  -1.8903
C  2.5153  -2.6589  0.3429
I  1.6622  -3.9558  1.7807
C  1.8040  -1.3705  0.2415
C  0.7573  -1.2468  -0.7281
C  0.4823  -2.4795  -1.5782
N  1.1336  -2.4300  -2.8976
C  0.0538  -0.0590  -0.8534
C  -1.0736  0.2124  -1.8294
F  -1.1865  -0.7368  -2.7979
F  -0.7963  1.3453  -2.5290
C  -2.4561  0.3497  -1.2007
C  -3.5236  0.6259  -2.0539
C  -4.8154  0.7456  -1.5521
C  -5.0730  0.5845  -0.1966
C  -4.0071  0.3086  0.6545
C  -4.2238  0.1490  2.1302
F  -4.0224  1.3250  2.7749
F  -3.4004  -0.7299  2.6891
F  -5.4760  -0.2232  2.4154
C  -2.7119  0.1818  0.1504
C  0.3800  1.0126  0.0226
N  -0.3501  2.1650  -0.0617
C  -0.0586  3.1212  0.7651
C  -0.8808  4.3786  0.7129
C  -1.2246  4.7053  -0.7299
O  -0.3926  4.8789  -1.5545
C  0.9865  2.9865  1.7025
N  1.7045  1.9133  1.8341
C  1.3892  0.8865  0.9841
C  2.1033  -0.3363  1.1008
C  3.1056  -0.4799  2.2224
N  4.4866  -0.6886  1.7785
H  4.2873  -4.6864  0.7299
H  3.6387  -5.0746  -0.8466
H  5.2114  -4.3279  -0.7664
H  0.8201  -3.3764  -1.0752
H  -0.5918  -2.5780  -1.6785
H  1.7556  -1.6371  -2.9575
H  0.4466  -2.3335  -3.6286
H  -3.3507  0.7447  -3.1115
H  -5.6390  0.9495  -2.2175
H  -6.0636  0.6574  0.2187
H  -1.9262  -0.0572  0.8486
H  -1.8101  4.1913  1.2471
H  -0.3600  5.2159  1.1640
H  -2.2883  4.8056  -0.9913
H  1.2031  3.8208  2.3568
H  3.0424  0.3755  2.8849
H  2.7909  -1.3421  2.8114
H  5.0672  -0.8214  2.5937
H  4.8078  0.1188  1.2633

Here are the Löwdin charges for atoms 1 to 6, given in e: -0.19 -0.77 1.00 -0.75 0.97 -0.27

***

Record order is preserved below.
Strongest force on any atom: 1.4; 1.4 eV/A